# 1
A molecular structure, C18H35BrN4O11S at a distorted geometry. Source: the OMol25 dataset; level of theory: wB97M-V/def2-TZVPD.

Values from the calculation:
Highest occupied orbital energy in hartree: -0.337
Energy relative to the best compared isomer or geometry (same formula, charge and spin) in kcal/mol: 0.0
Spin multiplicity: 1
Orbital gap in eV: 9.77
F_max in eV/A: 1.92
Electronic energy in hartree: -4725.77849

Element x y z (Å)
C -5.036 4.299 -1.884
C -4.448 3.484 -0.783
O -3.703 3.863 0.085
O -4.835 2.173 -0.857
C -4.355 1.383 0.192
O -5.053 1.100 1.097
C -2.919 0.965 0.026
C -2.614 -0.527 0.086
Br -4.210 -1.671 -0.195
C -1.844 -1.000 1.297
O -1.535 -2.377 0.927
S -0.923 -2.260 -0.530
O -1.347 -3.297 -1.402
O 0.486 -2.064 -0.464
O -1.698 -0.887 -0.958
H -6.121 4.258 -1.786
H -4.803 3.795 -2.824
H -4.650 5.308 -1.876
H -2.320 1.503 0.764
H -2.570 1.301 -0.951
H -0.869 -0.506 1.243
H -2.329 -0.902 2.259
C 2.505 -2.973 2.671
C 2.581 -1.477 2.805
O 1.599 -0.771 2.987
N 3.819 -0.921 2.714
C 5.084 -1.601 2.509
H 1.468 -3.280 2.759
H 2.882 -3.288 1.698
H 3.084 -3.459 3.451
H 3.822 0.082 2.806
H 5.760 -1.406 3.344
H 5.560 -1.250 1.592
H 4.930 -2.673 2.433
C 1.490 -2.104 -3.884
C 2.710 -2.425 -4.714
O 2.762 -3.389 -5.457
N 3.775 -1.582 -4.600
C 3.897 -0.400 -3.771
H 0.731 -2.856 -4.074
H 1.729 -2.114 -2.820
H 1.089 -1.126 -4.154
H 4.559 -1.844 -5.177
H 4.084 0.482 -4.387
H 4.726 -0.509 -3.069
H 2.987 -0.239 -3.205
C 5.070 -6.060 5.374
C 4.284 -6.382 4.124
O 4.131 -5.566 3.229
N 3.744 -7.623 4.027
C 3.818 -8.714 4.980
H 5.431 -5.040 5.297
H 4.442 -6.147 6.261
H 5.925 -6.729 5.479
H 3.233 -7.773 3.171
H 4.295 -9.584 4.526
H 2.818 -9.002 5.307
H 4.394 -8.420 5.851
C -4.729 8.421 -1.531
C -4.961 8.108 -2.992
O -4.836 6.980 -3.447
N -5.318 9.139 -3.799
C -5.514 10.533 -3.446
H -4.450 7.507 -1.016
H -3.924 9.146 -1.414
H -5.634 8.819 -1.072
H -5.458 8.869 -4.760
H -6.536 10.842 -3.671
H -4.830 11.167 -4.011
H -5.333 10.686 -2.388

These are the Löwdin partial charges, in e, on atoms 1 to 5: 0.03 -0.49 0.13 0.08 -0.49

=====

# 2
6 unconnected molecules or ions with the total composition CH14N2O5 at a distorted geometry. Source: the OMol25 dataset; level of theory: wB97M-V/def2-TZVPD.

Values from the calculation:
Highest occupied orbital energy in hartree: -0.354
Energy relative to the best compared isomer or geometry (same formula, charge and spin) in kcal/mol: 32.1
Spin multiplicity: 1
SMILES string: [H]/N=C/N.O.O.O.O.O
Orbital gap in eV: 10.22
F_max in eV/A: 4.76
Electronic energy in hartree: -532.17070

Element x y z (Å)
H -0.600 1.987 1.390
N 0.240 1.799 0.822
C 0.822 0.672 0.561
N 1.889 0.742 -0.369
H 0.739 -0.356 0.923
H 2.720 0.293 -0.032
H 2.094 1.782 -0.656
O -2.069 -0.783 1.510
H -2.115 -0.806 2.403
H -2.079 0.197 1.267
O -0.453 -2.711 -0.167
H -0.915 -2.005 0.277
H -0.987 -3.486 -0.193
O -2.333 1.671 0.410
H -3.178 1.868 0.048
H -1.729 1.874 -0.305
O 3.616 -3.398 -0.292
H 3.029 -3.651 0.422
H 3.029 -2.717 -0.770
O -0.936 2.366 -2.386
H -0.404 1.844 -3.074
H -0.379 2.819 -1.787

These are the Löwdin partial charges, in e, on atoms 1 to 5: 0.04 0.05 -0.33 0.02 0.11